[1]
Here is a molecular structure, C25H41F5P2Tl at a distorted geometry from the Open Molecules 2025 dataset. Energies are from ωB97M-V/def2-TZVPD.

Calculated values
- E_HOMO (spin up / spin down): -8.80 / -8.90 eV
- Energy: -2331.15986 Eh
- Energy above the lowest of the compared OMol25 structures with the same formula, charge and spin: 5.429 eV
- LUMO level (spin up / spin down): -4.19 / -4.21 eV

The geometry in ORCA input format:
```
! RIJCOSX wB97M-V def2-TZVPD def2/J DEFGRID3
* xyz 1 1
Tl -0.520 -0.777 -4.536
C -0.885 -2.314 1.440
C 0.419 -2.561 0.931
C 0.596 -0.979 2.587
C -0.772 -1.352 2.482
C 1.331 -1.731 1.633
C -2.138 -2.963 1.005
H -2.055 -3.331 -0.025
H -2.976 -2.257 1.052
H -2.394 -3.821 1.645
C -1.869 -0.833 3.317
H -2.785 -1.411 3.160
H -2.085 0.216 3.073
H -1.605 -0.872 4.383
C 1.135 0.020 3.531
H 0.813 -0.192 4.558
H 0.783 1.032 3.282
H 2.230 0.029 3.502
C 2.797 -1.694 1.446
H 3.312 -2.382 2.134
H 3.187 -0.687 1.637
H 3.069 -1.985 0.424
C 0.774 -3.552 -0.109
H 1.032 -4.526 0.334
H 1.644 -3.216 -0.687
H -0.060 -3.717 -0.800
C -1.302 1.619 -5.513
C -1.816 0.246 -5.919
C -1.571 -0.279 -7.338
C -0.184 -0.940 -7.594
C 0.638 -1.151 -6.325
C 1.233 -0.007 -5.706
C 1.163 1.396 -6.315
C -0.197 2.147 -6.435
H -1.695 0.524 -8.088
H 0.363 -0.310 -8.329
H -2.351 -1.020 -7.573
H -0.548 2.127 -7.478
H -2.137 2.340 -5.462
H -2.823 0.008 -5.545
H -0.022 3.216 -6.200
H 1.858 2.035 -5.738
H 2.114 -0.168 -5.067
H 1.570 1.340 -7.342
H -0.340 -1.923 -8.068
H 1.098 -2.137 -6.172
P -0.661 1.795 -3.682
C -2.262 1.768 -2.844
C -2.104 -1.968 -3.707
P 1.861 3.102 -2.393
C 0.161 3.324 -3.181
C 2.468 1.419 -2.777
C 2.876 4.074 -3.615
H -2.138 2.004 -1.778
H -2.669 0.752 -2.963
H -2.925 2.499 -3.327
H -2.136 -2.910 -4.281
H -3.032 -1.398 -3.862
H -1.941 -2.166 -2.632
H 2.560 3.869 -4.649
H 3.930 3.796 -3.469
H 2.771 5.149 -3.398
H -0.450 3.777 -2.369
H 0.254 4.043 -4.010
H 2.752 0.986 -1.802
H 3.384 1.494 -3.382
H 1.719 0.763 -3.252
F 0.595 3.332 0.675
C -0.626 3.376 0.110
F -0.848 4.630 -0.349
C -1.710 2.887 1.040
F -2.812 2.403 0.392
F -1.190 1.890 1.805
F -2.131 3.873 1.866
*
```

---

[2]
Here is C25H41N5O4 in the gas phase from the Open Molecules 2025 dataset. Energies are from ωB97M-V/def2-TZVPD.

Calculated values
- E_HOMO: -7.71 eV
- Energy: -1551.98350 Eh
- SMILES: CCOC(=O)N1CCC(Nc2c(NCCCN3CCN(C4CCCCC4)CC3)c(=O)c2=O)CC1
- Energy above the lowest of the compared OMol25 structures with the same formula, charge and spin: 0.000 eV
- LUMO level: 0.53 eV

The geometry in ORCA input format:
```
! RIJCOSX wB97M-V def2-TZVPD def2/J DEFGRID3
* xyz 0 1
C -5.847 -0.593 1.194
C -6.315 0.497 0.239
O -5.217 1.194 -0.347
C -4.688 2.193 0.402
O -5.090 2.493 1.502
N -3.692 2.842 -0.246
C -3.088 2.375 -1.472
C -1.742 1.715 -1.166
C -0.834 2.712 -0.445
N 0.448 2.101 -0.144
C 1.573 2.852 -0.166
C 2.892 2.670 0.258
N 3.548 1.702 0.908
C 4.981 1.764 1.096
C 5.712 0.765 0.194
C 5.363 -0.684 0.544
N 3.946 -0.971 0.348
C 3.618 -1.223 -1.047
C 2.108 -1.370 -1.206
N 1.642 -2.471 -0.389
C 0.275 -2.890 -0.672
C 0.007 -4.306 -0.159
C -1.361 -4.782 -0.643
C -2.460 -3.838 -0.161
C -2.187 -2.413 -0.634
C -0.818 -1.946 -0.151
C 1.959 -2.208 0.997
C 3.473 -2.086 1.150
C 3.280 4.014 -0.213
O 4.293 4.674 -0.160
C 1.862 4.178 -0.721
O 1.222 5.002 -1.339
C -1.530 3.220 0.825
C -2.894 3.813 0.471
H -6.708 -1.130 1.582
H -5.195 -1.295 0.679
H -5.307 -0.145 2.024
H -6.861 0.073 -0.606
H -6.948 1.214 0.771
H -3.763 1.672 -1.957
H -2.936 3.238 -2.129
H -1.272 1.378 -2.090
H -1.917 0.848 -0.525
H -0.628 3.561 -1.104
H 0.423 1.312 0.490
H 3.203 0.740 0.881
H 5.317 2.780 0.885
H 5.199 1.531 2.144
H 6.787 0.901 0.316
H 5.466 0.978 -0.848
H 5.993 -1.369 -0.046
H 5.594 -0.847 1.600
H 4.108 -2.143 -1.405
H 3.962 -0.385 -1.655
H 1.631 -0.410 -0.933
H 1.878 -1.581 -2.252
H 0.201 -2.920 -1.766
H 0.793 -4.973 -0.516
H 0.020 -4.321 0.932
H -1.552 -5.792 -0.273
H -1.367 -4.819 -1.734
H -3.428 -4.175 -0.536
H -2.499 -3.856 0.930
H -2.962 -1.740 -0.260
H -2.217 -2.379 -1.726
H -0.622 -0.934 -0.512
H -0.805 -1.935 0.941
H 1.497 -1.270 1.360
H 1.604 -3.033 1.615
H 3.941 -3.034 0.842
H 3.719 -1.897 2.199
H -0.913 3.979 1.308
H -1.670 2.390 1.523
H -3.440 4.096 1.372
H -2.762 4.694 -0.165
*
```

---

[3]
Here is a molecular structure, C25H42BiN4O6 at a distorted geometry from the Open Molecules 2025 dataset. Energies are from ωB97M-V/def2-TZVPD.

Calculated values
- E_HOMO: -4.31 eV
- Energy: -1862.93352 Eh
- LUMO level: 2.59 eV

The geometry in ORCA input format:
```
! RIJCOSX wB97M-V def2-TZVPD def2/J DEFGRID3
* xyz -1 1
Bi -0.515 0.132 -0.165
O -2.399 0.479 2.761
C -3.680 0.703 2.217
C -3.931 0.010 0.875
N -3.210 0.516 -0.295
C -3.333 1.943 -0.515
C -2.421 2.751 0.423
O -2.748 3.884 0.741
O -1.344 2.154 0.828
C -3.539 -0.285 -1.462
C -2.517 -0.253 -2.630
O -2.813 -0.907 -3.620
O -1.442 0.444 -2.480
H -1.797 1.094 2.304
H -4.394 0.272 2.925
H -3.893 1.773 2.141
H -3.634 -1.036 0.994
H -5.021 0.053 0.696
H -2.989 2.163 -1.522
H -4.365 2.308 -0.418
H -3.605 -1.330 -1.154
H -4.512 -0.006 -1.893
C 2.111 -2.147 0.739
N 0.736 -2.316 1.187
C 0.546 -1.748 2.514
C 0.346 -3.712 1.132
C -1.154 -3.949 1.251
N -1.969 -3.285 0.244
C -1.460 -3.446 -1.108
C -3.336 -3.752 0.360
H 2.839 -2.610 1.427
H 2.326 -1.083 0.648
H 2.231 -2.599 -0.247
H 1.102 -2.312 3.281
H -0.512 -1.739 2.774
H 0.895 -0.716 2.512
H 0.829 -4.290 1.941
H 0.697 -4.131 0.188
H -1.505 -3.605 2.228
H -1.304 -5.046 1.221
H -1.318 -4.504 -1.385
H -0.512 -2.916 -1.201
H -2.158 -2.996 -1.814
H -3.421 -4.846 0.234
H -3.956 -3.273 -0.398
H -3.729 -3.492 1.345
O -1.119 2.851 -3.890
C -2.095 2.374 -3.575
C 2.507 -0.220 -3.007
C 1.987 1.193 -2.716
C 2.009 2.039 -3.990
C 2.775 1.813 -1.583
C 3.960 2.470 -1.862
C 4.717 3.061 -0.866
C 4.260 2.995 0.436
C 3.092 2.328 0.787
C 2.799 2.290 2.284
C 1.332 2.453 2.671
C 3.400 1.011 2.884
C 2.325 1.680 -0.229
N 1.254 0.889 0.049
H 1.914 -0.693 -3.793
H 2.449 -0.835 -2.108
H 3.550 -0.178 -3.330
H 0.948 1.105 -2.403
H 2.984 2.003 -4.480
H 1.772 3.077 -3.759
H 1.264 1.666 -4.692
H 4.315 2.519 -2.885
H 5.646 3.566 -1.100
H 4.837 3.472 1.222
H 3.339 3.135 2.727
H 0.721 1.692 2.210
H 0.956 3.418 2.333
H 1.218 2.397 3.757
H 2.977 0.131 2.401
H 3.205 0.955 3.957
H 4.480 0.996 2.726
*
```